(1)
Computed, not measured: C4H7NP as an isolated structure, with the ωB97M-V functional and the def2-TZVPD basis.

Positions of all 13 atoms, in Å:
P  -1.229  -0.212  0.419
N  0.266  -1.123  -0.626
C  0.593  0.083  -1.489
C  -0.447  1.061  -0.743
C  -0.428  -0.915  2.578
C  0.156  0.049  2.100
H  0.367  0.086  -2.550
H  0.653  0.869  1.593
H  1.611  0.370  -1.416
H  0.048  2.003  -0.534
H  -0.845  -1.640  3.246
H  -1.143  1.348  -1.512
H  0.397  -1.981  -1.067

Results
E	-552.26451	a.u.
LUMO energy (alpha / beta)	-0.21064 / -0.21067	hartree
spin multiplicity	1
molecular weight	100.1	g/mol
HOMO-LUMO gap (alpha / beta)	8.0 / 8.0	eV
total charge	+1
ΔE to the lowest compared entry with this formula, charge and spin	3.4538	eV

Löwdin atomic charge list, values in e, 4 entries: atom 1 (P): 1.18, atom 2 (N): -0.13, atom 3 (C): -0.26, atom 4 (C): -0.35

=====

(2)
Computed, not measured: C35H33ClN4Si2W as an isolated structure, with the ωB97M-V functional and the def2-TZVPD basis.

Positions of all 76 atoms, in Å:
W  1.632  2.711  0.642
Cl  -0.581  2.640  -0.130
Si  -0.003  -2.595  -1.196
Si  -2.633  -0.287  -0.410
N  0.967  6.504  2.328
N  1.009  4.699  1.037
N  1.902  2.891  2.734
N  1.723  4.086  4.581
C  0.018  -0.407  -1.926
C  0.185  0.542  -4.200
C  -2.305  -3.855  0.167
C  1.466  4.081  3.242
C  0.732  6.928  1.019
C  2.344  2.888  4.933
C  -1.079  1.150  -4.041
C  2.452  2.143  3.796
C  2.731  3.805  -0.888
C  0.243  -1.676  2.927
C  0.735  -0.889  1.876
C  -0.263  -4.215  1.339
C  -1.343  0.151  -1.780
C  1.076  5.113  2.318
C  -0.219  -0.191  1.148
C  -2.959  -4.788  0.991
C  -1.607  -0.423  1.178
C  3.602  3.640  0.259
C  -1.779  -5.312  -3.805
C  3.133  1.537  -0.594
C  -2.785  -3.203  -4.439
C  -1.991  -2.550  -3.479
C  -0.998  -4.652  -2.845
C  -2.235  -5.485  1.964
C  -0.920  -3.623  0.241
C  -0.886  -5.145  2.178
C  -1.124  -1.658  3.236
C  -1.056  -3.253  -2.684
C  -2.041  -0.991  2.406
C  2.445  2.492  -1.407
C  -1.809  0.922  -2.858
C  0.658  5.802  0.253
C  -2.658  -4.582  -4.615
C  3.827  2.239  0.435
C  0.739  -0.182  -3.148
H  4.033  4.437  0.851
H  1.479  4.826  5.231
H  2.684  2.690  5.934
H  -3.114  -0.949  2.612
H  0.914  -2.333  3.460
H  1.149  7.140  3.095
H  -1.442  1.864  -4.792
H  1.804  -0.876  1.613
H  -1.478  -2.204  4.117
H  -3.261  -5.085  -5.367
H  3.113  0.470  -0.759
H  -2.745  -6.238  2.561
H  -2.806  1.354  -2.747
H  -2.159  -1.489  -3.311
H  0.745  7.953  0.730
H  2.848  1.145  3.636
H  1.456  -3.009  -1.041
H  0.773  -3.900  1.564
H  -4.035  -4.964  0.866
H  0.692  -0.451  -1.044
H  2.391  4.728  -1.333
H  0.350  5.710  -0.771
H  -0.390  -5.249  -2.173
H  -3.513  -2.629  -5.016
H  -2.901  -3.289  -0.559
H  -0.303  -5.590  2.993
H  1.770  2.289  -2.239
H  4.451  1.776  1.189
H  -3.760  0.596  -0.311
H  0.729  0.647  -5.138
H  -1.730  -6.397  -3.896
H  1.773  -0.553  -3.178
H  0.135  0.576  0.439

Results
E	-2678.18247	a.u.
LUMO energy (alpha / beta)	-0.22969 / -0.24145	hartree
spin multiplicity	3
molecular weight	785.1	g/mol
HOMO-LUMO gap (alpha / beta)	6.1 / 5.9	eV
total charge	+2

Löwdin atomic charge list, values in e, 4 entries: atom 1 (W): 1.18, atom 2 (Cl): 0.23, atom 3 (Si): 0.97, atom 4 (Si): 0.91

=====

(3)
Computed, not measured: C24H25N2O6Se2Ti as an isolated structure, with the ωB97M-V functional and the def2-TZVPD basis.

Positions of all 60 atoms, in Å:
Se  0.158  3.380  -0.980
Se  1.225  0.035  -2.927
Ti  0.964  0.233  -0.298
O  2.384  -1.168  0.092
O  0.824  2.385  -5.761
O  -3.018  0.070  -1.018
O  2.935  -3.290  0.659
O  -0.915  0.641  -0.690
O  -2.489  2.380  -2.073
N  2.777  1.521  -0.484
N  -0.028  -1.402  0.133
C  4.406  1.235  2.819
C  1.838  2.524  3.471
C  3.411  1.474  1.871
C  -1.396  -1.480  -0.075
C  6.052  0.843  1.122
C  -1.442  -3.778  0.601
C  -0.528  2.198  3.375
C  -0.074  -3.761  0.726
C  3.777  1.381  0.527
C  5.079  1.070  0.160
C  0.649  -2.594  0.465
C  -2.117  -2.608  0.158
C  0.579  2.744  4.008
C  -2.038  2.773  -3.377
C  -1.826  -0.211  -0.602
C  5.712  0.924  2.465
C  0.893  1.252  1.612
C  2.002  -2.357  0.415
C  2.008  1.767  2.307
C  -0.593  2.375  -3.731
C  -0.358  1.481  2.199
C  -0.437  2.764  -5.208
C  0.424  3.215  -2.926
C  -0.423  0.828  -3.635
H  2.706  2.960  3.953
H  5.325  1.001  -0.894
H  -1.792  2.732  -1.446
H  -3.186  -2.609  -0.020
H  -2.928  0.948  -1.524
H  3.150  1.411  -1.413
H  -0.592  3.843  -5.320
H  -1.191  2.249  -5.812
H  -1.997  -4.686  0.793
H  -0.494  0.413  -4.640
H  6.451  0.730  3.234
H  1.413  2.781  -3.076
H  2.276  2.427  -0.489
H  -1.250  1.099  1.717
H  0.433  4.226  -3.344
H  -1.522  2.347  3.781
H  0.466  3.336  4.910
H  0.465  -4.658  1.011
H  3.776  -2.834  0.578
H  -2.729  2.323  -4.096
H  7.065  0.597  0.821
H  -2.130  3.860  -3.456
H  4.129  1.259  3.865
H  1.487  2.479  -5.067
H  -1.248  0.411  -3.069

Results
E	-7143.01616	a.u.
LUMO energy (alpha / beta)	0.07826 / 0.08089	hartree
spin multiplicity	1
molecular weight	643.3	g/mol
HOMO-LUMO gap (alpha / beta)	5.6 / 5.8	eV
total charge	-1
ΔE to the lowest compared entry with this formula, charge and spin	0.0000	eV

Löwdin atomic charge list, values in e, 4 entries: atom 1 (Se): 0.66, atom 2 (Se): 0.64, atom 3 (Ti): 0.80, atom 4 (O): -0.11

=====

(4)
Computed, not measured: one molecule with the formula C3H2O2, with the ωB97M-V functional and the def2-TZVPD basis.

Positions of all 7 atoms, in Å:
O  -0.564  1.280  -0.041
O  2.648  -0.642  -0.110
C  1.540  -0.236  0.056
C  -1.030  0.006  0.020
C  0.359  0.219  -0.143
H  -1.308  -0.293  0.979
H  -1.645  -0.334  -0.763

Results
E	-265.85945	a.u.
LUMO energy	0.00236	hartree
structure (SMILES)	O=C=C1CO1
spin multiplicity	1
molecular weight	70.0	g/mol
HOMO-LUMO gap	9.1	eV
ΔE to the lowest compared entry with this formula, charge and spin	2.4983	eV

Löwdin atomic charge list, values in e, 4 entries: atom 1 (O): 0.07, atom 2 (O): 0.14, atom 3 (C): -0.10, atom 4 (C): -0.13

=====

What are the strongest force on any atom values for these records? In order: 5.5; 2.9; 0.9; 3.3 eV/Å.